DFT (the ωB97M-V functional and the def2-TZVPD basis) results for the molecule C4H6N2 at a distorted geometry.

Each atom is followed by the atoms it is bonded to, with distances in Å.
Positions of all 12 atoms, in Å:
1 N 1.46 -0.18 0.94  H2 1.021, C6 1.434, H7 1.077
2 H 1.79 0.74 1.26  N1 1.021
3 H 1.55 0.10 -1.23  C6 1.094
4 H -0.44 1.92 -0.77  C9 1.085
5 C -1.33 0.14 0.23  C9 1.399, H10 1.085, N11 1.392, C12 1.706
6 C 0.89 0.01 -0.36  N1 1.434, H3 1.094, C9 1.515, C12 1.501
7 H 0.58 -0.55 1.43  N1 1.077
8 H -0.57 -1.43 -1.44  C12 1.091
9 C -0.32 0.93 -0.34  H4 1.085, C5 1.399, C6 1.515, C12 1.882
10 H -2.39 0.39 0.15  C5 1.085
11 N -0.97 -1.13 0.66  C5 1.392, C12 1.385
12 C -0.25 -0.95 -0.52  C5 1.706, C6 1.501, H8 1.091, C9 1.882, N11 1.385

Computed properties:
E in eV: -7220.8145
Frontier orbital gap in eV: 8.67
Charge: 0
LUMO energy in eV: 0.70

DFT (the ωB97M-V functional and the def2-TZVPD basis) results for a 4-piece molecular cluster, C24H43BN2O15P2 overall at a distorted geometry.

Each atom is followed by the atoms it is bonded to, with distances in Å.
Positions of all 87 atoms, in Å:
1 O 3.96 1.98 -2.89  P44 1.576, H51 0.968
2 H -0.88 -1.45 2.15  C34 1.091
3 H 6.62 1.64 -1.05  O39 0.966
4 H -0.52 1.04 5.78  C87 1.094
5 O 4.76 0.87 2.15  C50 1.203
6 H 3.65 -2.21 -3.16  C74 1.093
7 C 0.78 -2.46 -4.41  H41 1.095, H43 1.095, O59 1.418, C83 1.511
8 O 4.71 0.15 -1.29  P44 1.478
9 C 3.58 2.34 -0.20  P44 1.800, H45 1.086, C69 1.511, H75 1.082
10 H 0.11 -1.98 -2.44  C83 1.097
11 C 1.64 -0.47 1.37  C24 1.384, C57 1.373, C62 1.498
12 H -1.66 -0.68 -2.67  N26 1.012
13 H 1.50 -1.02 -2.98  C83 1.095
14 O 1.58 -2.00 3.27  C62 1.196
15 H -5.33 -3.02 -0.06  C78 1.095
16 H -5.58 0.03 -0.02  C64 1.095
17 H 1.61 4.42 -1.22  O63 0.965
18 H -7.31 -2.94 -1.52  C35 1.093
19 H -2.34 0.81 -2.65  N26 1.013
20 C -6.58 -0.21 -2.22  H52 1.089, H58 1.093, O60 1.414, H76 1.096
21 H 1.91 -4.30 -6.09  C71 1.096
22 H -0.13 4.62 5.35  C72 1.093
23 C 1.19 1.40 -0.62  C31 1.421, P53 1.818, C69 1.400
24 C 0.42 -0.51 0.72  C11 1.384, C31 1.399, C34 1.520
25 H -4.10 -0.89 -0.34  C64 1.089
26 N -1.52 0.27 -2.37  H12 1.012, H19 1.013, B65 1.435
27 H 0.43 4.72 7.03  C72 1.088
28 H -1.49 -1.52 0.51  C34 1.086
29 C -0.01 -2.89 0.90  C34 1.458, C49 1.196
30 O -0.63 3.18 -1.56  H33 0.966, P53 1.606
31 C 0.19 0.45 -0.28  C23 1.421, C24 1.399, B65 1.607
32 H -7.52 -4.08 -0.16  C35 1.095
33 H -0.76 3.25 -0.61  O30 0.966
34 C -0.59 -1.57 1.11  H2 1.091, C24 1.520, H28 1.086, C29 1.458
35 C -7.71 -3.05 -0.50  H18 1.093, H32 1.095, O81 1.415, H82 1.089
36 H 3.50 -3.53 -5.90  C71 1.089
37 O -2.35 0.61 -0.13  H46 0.963, B65 1.380
38 H 4.00 -1.07 3.43  N79 1.015
39 O 6.02 2.31 -1.40  H3 0.966, P44 1.590
40 H 3.83 -3.34 -1.80  C74 1.089
41 H 0.06 -1.77 -4.85  C7 1.095
42 H 1.13 -4.78 0.48  C49 1.062
43 H 0.35 -3.47 -4.41  C7 1.095
44 P 4.60 1.61 -1.50  O1 1.576, O8 1.478, C9 1.800, O39 1.590
45 H 4.23 2.32 0.66  C9 1.086
46 H -2.07 0.82 0.77  O37 0.963
47 C 0.62 1.82 4.16  H61 1.095, O68 1.421, H80 1.097, C87 1.511
48 H -1.23 4.20 6.70  C72 1.095
49 C 0.47 -3.98 0.74  C29 1.196, H42 1.062
50 C 3.79 0.19 1.91  O5 1.203, C57 1.498, N79 1.411
51 H 4.01 1.18 -3.44  O1 0.968
52 H -6.83 -0.49 -3.24  C20 1.089
53 P 0.79 2.56 -1.97  C23 1.818, O30 1.606, O54 1.452, O63 1.597
54 O 0.82 1.92 -3.27  P53 1.452
55 H 2.92 3.03 3.30  C56 1.097
56 C 2.10 3.63 3.73  H55 1.097, H66 1.089, H67 1.092, O68 1.418
57 C 2.60 0.46 1.04  C11 1.373, C50 1.498, C69 1.387
58 H -7.45 -0.36 -1.58  C20 1.093
59 O 1.95 -2.42 -5.21  C7 1.418, C71 1.414
60 O -5.49 -1.02 -1.81  C20 1.414, C64 1.421
61 H 1.57 1.40 4.49  C47 1.095
62 C 2.17 -1.31 2.49  C11 1.498, O14 1.196, N79 1.412
63 O 1.78 3.82 -1.95  H17 0.965, P53 1.597
64 C -5.19 -0.91 -0.43  H16 1.095, H25 1.089, O60 1.421, C78 1.511
65 B -1.26 0.44 -0.97  N26 1.435, C31 1.607, O37 1.380
66 H 2.10 4.61 3.27  C56 1.089
67 H 2.26 3.73 4.80  C56 1.092
68 O 0.84 3.03 3.44  C47 1.421, C56 1.418
69 C 2.41 1.41 0.06  C9 1.511, C23 1.400, C57 1.387
70 O 0.28 2.83 6.33  C72 1.415, C87 1.416
71 C 2.53 -3.69 -5.42  H21 1.096, H36 1.089, O59 1.414, H84 1.093
72 C -0.20 4.16 6.34  H22 1.093, H27 1.088, H48 1.095, O70 1.415
73 H -5.37 -2.01 1.39  C78 1.095
74 C 3.24 -2.51 -2.19  H6 1.093, H40 1.089, O85 1.419, H86 1.095
75 H 3.31 3.37 -0.36  C9 1.082
76 H -6.29 0.85 -2.20  C20 1.096
77 H -1.26 2.45 4.99  C87 1.095
78 C -5.72 -2.09 0.36  H15 1.095, C64 1.511, H73 1.095, O81 1.419
79 N 3.56 -1.06 2.52  H38 1.015, C50 1.411, C62 1.412
80 H 0.16 1.12 3.45  C47 1.097
81 O -7.14 -2.11 0.39  C35 1.415, C78 1.419
82 H -8.78 -2.88 -0.52  C35 1.089
83 C 1.06 -2.03 -2.99  C7 1.511, H10 1.097, H13 1.095, O85 1.416
84 H 2.68 -4.23 -4.48  C71 1.093
85 O 1.90 -2.95 -2.31  C74 1.419, C83 1.416
86 H 3.33 -1.67 -1.50  C74 1.095
87 C -0.31 2.02 5.33  H4 1.094, C47 1.511, O70 1.416, H77 1.095

Computed properties:
E in eV: -78535.1652
Frontier orbital gap in eV: 7.97
Charge: 0
SMILES string: C#CCc1c(B(N)O)c(P(=O)(O)O)c(CP(=O)(O)O)c2c1C(=O)NC2=O.COCCOC.COCCOC.COCCOC
LUMO energy in eV: -0.90

DFT (the ωB97M-V functional and the def2-TZVPD basis) results for a 2-piece molecular cluster, C4H2BrNO overall at a distorted geometry.

Each atom is followed by the atoms it is bonded to, with distances in Å.
Positions of all 9 atoms, in Å:
1 H -1.70 -0.55 -0.07  C2 1.116
2 C -0.74 -1.12 0.05  H1 1.116, C9 1.317
3 H -1.39 1.58 0.24  C8 1.139
4 C 0.60 0.54 0.38  Br7 1.813, C8 1.434
5 O 0.15 2.72 -0.35  C8 1.235
6 N 0.89 -2.96 -0.30  C9 1.179
7 Br 2.38 0.32 0.08  C4 1.813
8 C -0.26 1.62 0.04  H3 1.139, C4 1.434, O5 1.235
9 C 0.07 -2.15 -0.07  C2 1.317, N6 1.179

Computed properties:
E in eV: -77753.6645
Frontier orbital gap (spin up / spin down) in eV: 7.90 / 8.03
Charge: 0
LUMO energy (spin up / spin down) in eV: -1.82 / -2.09

DFT (the ωB97M-V functional and the def2-TZVPD basis) results for a 2-piece molecular cluster, C4H14NO overall at a distorted geometry.

Each atom is followed by the atoms it is bonded to, with distances in Å.
Positions of all 20 atoms, in Å:
1 H 0.12 -0.62 1.37  N10 1.018
2 C 0.94 -0.11 -0.54  C7 1.534, N10 1.530, H16 1.087, C19 1.519
3 H -1.63 1.84 2.41  O15 0.975
4 H -0.94 0.11 0.43  N10 1.022
5 H -0.74 -2.12 -0.95  C14 1.070
6 H 2.22 1.60 -0.60  C7 1.092
7 C 1.68 1.04 0.16  C2 1.534, H6 1.092, H13 1.082, H18 1.086
8 H -0.04 -2.65 0.58  C14 1.087
9 H 1.03 0.83 -2.44  C19 1.081
10 N -0.18 -0.57 0.40  H1 1.018, C2 1.530, H4 1.022, C14 1.496
11 H -2.89 1.31 1.68  O15 0.974
12 H -0.01 -0.56 -2.44  C19 1.091
13 H 1.00 1.73 0.65  C7 1.082
14 C -0.71 -1.94 0.10  H5 1.070, H8 1.087, N10 1.496, H17 1.094
15 O -1.93 1.19 1.74  H3 0.975, H11 0.974
16 H 1.60 -0.97 -0.54  C2 1.087
17 H -1.67 -2.04 0.64  C14 1.094
18 H 2.44 0.69 0.85  C7 1.086
19 C 0.29 0.30 -1.85  C2 1.519, H9 1.081, H12 1.091, H20 1.087
20 H -0.56 0.94 -1.64  C19 1.087

Computed properties:
E in eV: -7906.6890
Frontier orbital gap in eV: 13.21
Charge: +1
LUMO energy in eV: -2.96

DFT (the ωB97M-V functional and the def2-TZVPD basis) results for a 18-piece molecular cluster, C2H38O18 overall at a distorted geometry.

Each atom is followed by the atoms it is bonded to, with distances in Å.
Positions of all 58 atoms, in Å:
1 H 1.26 2.17 -1.93  O54 0.993
2 H -0.95 0.71 -2.82  O24 1.018
3 H 0.47 -2.91 -4.17  O30 0.922
4 H 0.19 0.44 3.89  O49 0.989
5 O 0.67 -2.71 3.82  H27 0.924, H53 0.951
6 H 2.28 -0.96 0.84  O25 0.976
7 H 3.50 4.35 -1.64  O56 1.017
8 H -0.66 -2.72 -0.23  O46 0.867
9 O 2.53 -1.46 -2.45  H16 1.032, H48 0.990
10 H 2.21 -1.48 3.18  O45 0.890
11 H 2.51 0.41 -2.15  O39 0.996
12 H -3.23 -3.43 0.38  O38 1.007
13 H -0.88 0.41 -4.42  O24 0.994
14 O -2.06 -0.88 2.14  H18 1.048, H43 0.994
15 H -2.78 -2.18 -0.27  O38 0.939
16 H 3.34 -1.83 -1.91  O9 1.032
17 H -0.02 -1.46 -3.82  O30 0.886
18 H -1.85 -1.83 1.74  O14 1.048
19 H 1.09 -1.22 -0.03  O25 0.968
20 H 2.64 0.69 -0.68  O39 0.984
21 O -4.00 -0.21 0.43  H36 1.027, H41 1.015
22 H 1.73 2.00 2.34  O52 0.966
23 H -1.74 3.52 -0.47  C47 1.137
24 O -1.36 0.18 -3.59  H2 1.018, H13 0.994
25 O 1.74 -0.53 0.15  H6 0.976, H19 0.968
26 O -4.01 -1.33 -2.14  H44 0.934, H51 0.892
27 H 0.91 -3.19 4.57  O5 0.924
28 H -0.31 -2.46 -1.68  O46 1.033
29 H 0.79 3.51 -2.36  O54 0.936
30 O -0.05 -2.33 -3.67  H3 0.922, H17 0.886
31 H 2.15 3.67 0.30  O57 0.970
32 H -2.08 0.74 -0.07  C33 0.991
33 C -1.32 1.37 -0.07  H32 0.991, C47 1.288, O58 1.380
34 H 0.83 0.96 1.72  O52 0.927
35 H 1.40 4.48 1.29  O57 1.003
36 H -4.99 -0.18 0.73  O21 1.027
37 H 0.12 0.04 0.06  O58 0.972
38 O -2.42 -2.83 0.29  H12 1.007, H15 0.939
39 O 2.59 1.19 -1.53  H11 0.996, H20 0.984
40 H 2.64 -0.16 2.56  O45 0.949
41 H -3.61 -0.52 1.32  O21 1.015
42 H -1.29 -0.14 4.34  O49 0.936
43 H -1.19 -0.44 2.30  O14 0.994
44 H -4.16 -0.57 -1.61  O26 0.934
45 O 2.63 -1.10 2.49  H10 0.890, H40 0.949
46 O 0.04 -2.70 -0.74  H8 0.867, H28 1.033
47 C -1.20 2.65 0.02  H23 1.137, C33 1.288, H50 1.018
48 H 1.90 -1.93 -1.85  O9 0.990
49 O -0.36 -0.25 4.33  H4 0.989, H42 0.936
50 H -0.56 3.17 0.61  C47 1.018
51 H -3.42 -1.11 -2.77  O26 0.892
52 O 1.35 1.13 2.47  H22 0.966, H34 0.927
53 H 0.20 -1.91 4.03  O5 0.951
54 O 0.56 2.61 -2.49  H1 0.993, H29 0.936
55 H 2.51 3.07 -1.77  O56 1.000
56 O 2.66 3.91 -1.26  H7 1.017, H55 1.000
57 O 1.73 3.55 1.17  H31 0.970, H35 1.003
58 O -0.47 0.55 0.64  C33 1.380, H37 0.972

Computed properties:
E in eV: -39543.2366
Frontier orbital gap in eV: 9.50
Charge: 0
LUMO energy in eV: 0.29

DFT (the ωB97M-V functional and the def2-TZVPD basis) results for a 2-piece molecular cluster, BrHN2 overall at a distorted geometry.

Each atom is followed by the atoms it is bonded to, with distances in Å.
Positions of all 4 atoms, in Å:
1 N 3.86 -0.43 1.69  N2 1.098
2 N 4.34 -0.16 0.74  N1 1.098
3 H -0.74 0.08 -0.19  Br4 1.404
4 Br 0.23 -0.43 -1.07  H3 1.404

Computed properties:
E in eV: -73039.7651
Frontier orbital gap in eV: 12.00
Charge: 0
SMILES string: N#N.Br
LUMO energy in eV: 0.89

DFT (the ωB97M-V functional and the def2-TZVPD basis) results for a 9-piece molecular cluster, C4H25N2O9S overall at a distorted geometry.

Each atom is followed by the atoms it is bonded to, with distances in Å.
Positions of all 41 atoms, in Å:
1 C 0.30 -0.55 1.28  C3 1.585, N5 1.474, C16 1.535, H20 1.094
2 O -2.61 1.68 1.59  H12 0.961, H14 0.967
3 C 1.71 -0.27 1.94  C1 1.585, H11 1.098, H21 1.102, S33 1.807
4 H 0.93 1.29 -2.66  C32 1.092
5 N -0.58 -0.82 2.42  C1 1.474, H26 1.009, H31 1.004
6 O 2.95 -0.78 -2.38  H35 0.966, H40 0.969
7 H -1.84 -1.86 0.28  O27 0.953
8 O -3.67 0.08 -0.55  H19 0.993, H25 0.970
9 H 0.29 1.59 0.85  C16 1.091
10 H 2.81 2.14 -0.73  O36 0.969
11 H 1.82 -0.89 2.83  C3 1.098
12 H -2.85 2.60 1.49  O2 0.961
13 O 2.04 -3.34 -0.69  H22 0.975, H23 0.958
14 H -2.81 1.31 0.72  O2 0.967
15 H -1.21 0.65 0.29  C16 1.068
16 C -0.16 0.67 0.47  C1 1.535, H9 1.091, H15 1.068, N41 1.477
17 H 2.99 2.32 0.73  O36 0.966
18 H -1.32 3.91 -0.30  O30 0.962
19 H -3.20 -0.67 -0.11  O8 0.993
20 H 0.40 -1.39 0.59  C1 1.094
21 H 1.63 0.75 2.35  C3 1.102
22 H 2.37 -2.90 0.12  O13 0.975
23 H 1.25 -3.81 -0.43  O13 0.958
24 O -1.01 1.62 -2.14  C32 1.233
25 H -3.04 0.53 -1.13  O8 0.970
26 H -1.23 -0.09 2.69  N5 1.009
27 O -2.68 -2.14 0.63  H7 0.953, H38 0.961
28 H 1.35 -0.08 -0.87  N41 1.018
29 H -1.92 2.60 -0.86  O30 0.980
30 O -2.15 3.43 -0.38  H18 0.962, H29 0.980
31 H -0.07 -1.16 3.21  N5 1.004
32 C 0.10 1.09 -1.98  H4 1.092, O24 1.233, N41 1.351
33 S 3.15 -0.45 0.86  C3 1.807
34 O -0.37 -1.98 -2.48  H37 0.964, H39 0.952
35 H 2.81 -1.70 -2.62  O6 0.966
36 O 2.58 2.76 -0.02  H10 0.969, H17 0.966
37 H 0.58 -2.04 -2.36  O34 0.964
38 H -2.65 -1.89 1.56  O27 0.961
39 H -0.82 -1.76 -1.67  O34 0.952
40 H 3.60 -0.94 -1.68  O6 0.969
41 N 0.50 0.48 -0.85  C16 1.477, H28 1.018, C32 1.351

Computed properties:
E in eV: -36799.1122
Frontier orbital gap in eV: 7.06
Charge: -1
LUMO energy in eV: 2.85